Below is 2 unconnected molecules or ions with the total composition C4H11N3O, with properties calculated with wB97M-V/def2-TZVPD.

Geometry as XYZ:
```
19
Properties=species:S:1:pos:R:3:forces:R:3
C -2.088195 -0.979017 0.083583 0.4 -0.2 -0.6
C -1.347800 0.263754 0.500115 -1.2 -0.1 3.8
O -1.960952 1.429988 0.117311 0.9 0.0 -0.5
N -0.594193 0.321698 1.563216 -1.3 0.3 -1.6
H -2.655872 1.274704 -0.540013 0.5 -0.2 0.1
H -0.582661 -0.586015 2.036091 0.5 0.1 -0.7
H -2.881836 -1.191998 0.803348 0.0 0.1 0.0
H -2.531959 -0.857399 -0.908588 0.1 -0.2 0.1
H -1.395688 -1.824199 0.064403 -0.2 0.1 -0.1
C 2.088302 -0.952635 -0.240763 0.1 0.2 0.0
C 1.406612 0.322482 -0.648121 -2.3 -0.3 -0.7
N 1.823398 1.496995 -0.111512 0.8 0.6 0.8
N 0.346219 0.282114 -1.401465 1.5 -0.3 -0.3
H 2.443325 1.417753 0.686911 -0.1 0.0 -0.2
H 1.073396 2.155098 0.083470 0.2 -0.2 -0.2
H 0.088574 1.236345 -1.661952 -0.2 -0.1 0.2
H 2.518600 -0.862322 0.758961 0.1 0.0 -0.1
H 1.370686 -1.774482 -0.221786 0.1 0.2 -0.2
H 2.880042 -1.172865 -0.963209 -0.1 -0.1 0.2
```
Forces are in eV/Å.

- DFT total energy: -10843.56174 eV
- Frontier orbital gap: 0.3560 Ha
- Strongest force on any atom: 4.0 eV/A
- ΔE to the lowest compared entry with this formula, charge and spin: 1.650 eV

These are the Löwdin partial charges, in e, on atoms 1 to 4: -0.041 -0.559 0.028 0.107


Below is a single C7H18N2Si molecule, with properties calculated with wB97M-V/def2-TZVPD.

Geometry as XYZ:
```
28
Properties=species:S:1:pos:R:3:forces:R:3
C -1.019313 -1.352702 -3.020346 -0.2 0.5 0.4
C -0.004312 -1.461645 -2.138531 0.8 -0.3 -0.3
C -1.826973 0.673699 2.493145 2.3 -3.2 -1.8
C 2.569475 -1.054220 0.175942 1.7 1.5 1.5
C 2.089812 1.301209 0.654030 -1.2 0.3 0.0
C -0.651496 1.383366 -1.198045 -0.9 0.1 4.9
C -2.075553 -0.395331 1.292058 0.1 1.6 -1.6
N -0.800753 -0.797040 0.680102 -0.8 1.0 -0.6
N 1.807000 0.145424 -0.135564 -2.3 -1.6 -0.8
Si 0.104673 -0.235339 -0.673577 0.2 0.7 0.0
H -1.143787 -1.839569 -3.987965 0.5 -0.5 0.4
H -1.894509 -0.680907 -2.858080 0.9 -0.2 0.2
H 0.836044 -2.211955 -2.288484 -1.2 0.9 -0.2
H -1.577696 1.536184 1.973638 0.0 2.1 -0.8
H -2.556587 0.796628 3.212296 -1.9 0.3 1.2
H -0.853742 0.474790 3.023303 -0.9 -0.5 -0.4
H 2.151137 -1.764789 -0.478898 0.4 -1.4 -0.9
H 3.737121 -0.827792 -0.017151 -2.5 -0.9 0.6
H 2.378271 -1.471929 1.247036 0.7 0.8 -1.4
H 1.590679 2.182839 0.250876 -0.7 -0.1 0.4
H 1.941911 1.223951 1.753767 0.1 0.0 -0.5
H 3.054123 1.571253 0.386082 2.5 0.4 0.3
H -0.963641 1.578395 -2.145199 -0.9 0.3 -2.7
H -1.500043 1.658166 -0.399530 1.5 -0.6 -1.9
H 0.116612 2.085331 -0.918262 0.3 0.5 -0.3
H -2.651535 -1.312330 1.489350 0.0 0.6 0.5
H -2.611134 0.142463 0.373320 0.6 -1.0 2.3
H -0.245785 -1.348151 1.254687 0.9 -1.3 1.5
```
Forces are in eV/Å.

- DFT total energy: -18407.61983 eV
- Frontier orbital gap: 0.3401 Ha
- Strongest force on any atom: 4.9 eV/A
- ΔE to the lowest compared entry with this formula, charge and spin: 3.025 eV

These are the Löwdin partial charges, in e, on atoms 1 to 4: -0.088 -0.203 -0.060 -0.165


Below is a gas-phase ion, C4H9N2O2 (charge -1), with properties calculated with wB97M-V/def2-TZVPD.

Geometry as XYZ:
```
17
Properties=species:S:1:pos:R:3:forces:R:3
C -0.613965 1.768844 0.402562 1.0 0.0 1.0
N -0.628119 3.100348 -0.134154 2.1 1.1 0.5
C -0.189622 0.546473 -0.427038 1.1 0.2 -2.3
C 0.887565 1.025002 -1.669274 -2.2 -1.3 3.6
N 0.316739 -0.446952 0.517225 -0.6 -0.7 -1.6
C 0.152852 -1.972586 0.436285 -2.7 -0.7 3.1
O 0.933017 -2.635190 1.174007 0.7 1.4 -1.5
O -0.995276 -2.414647 0.077140 2.0 1.7 -1.1
H -1.638259 1.596974 0.775123 0.7 -0.3 0.6
H 0.220239 1.864334 1.199873 -1.8 -0.5 -0.5
H 0.347122 3.404820 -0.296349 -1.2 -0.1 -0.3
H -1.234604 3.367383 -0.864682 -0.6 -0.2 -1.0
H -1.062610 0.202949 -1.015023 0.4 -0.4 0.6
H 1.169805 0.231437 -2.258631 0.0 -2.3 -1.4
H 1.814592 1.315472 -1.288747 1.4 1.2 1.1
H 0.447639 1.741016 -2.273951 -0.8 1.7 -1.1
H 1.192823 -0.105851 0.876496 0.4 -0.6 0.2
```
Forces are in eV/Å.

- DFT total energy: -11369.47257 eV
- Frontier orbital gap: 0.2730 Ha
- Total charge: -1
- Strongest force on any atom: 4.4 eV/A
- ΔE to the lowest compared entry with this formula, charge and spin: 1.693 eV

These are the Löwdin partial charges, in e, on atoms 1 to 4: -0.289 -0.039 -0.331 -0.035


Below is a single C6H12 molecule, with properties calculated with wB97M-V/def2-TZVPD.

Geometry as XYZ:
```
18
Properties=species:S:1:pos:R:3:forces:R:3
C -0.138836 0.679550 1.793776 0.0 0.0 0.0
C 0.442197 0.153008 0.483203 0.0 0.0 0.0
C 1.715837 0.923732 0.110344 0.1 0.0 0.0
C -0.494894 0.383163 -0.695415 0.2 -0.1 0.0
C -0.363121 -0.680910 -1.718019 0.1 0.0 -0.1
C -1.515771 -1.162285 -0.849824 -0.1 -0.2 0.0
H -1.043205 0.128411 2.080954 0.1 0.1 0.0
H 0.582990 0.587268 2.613803 -0.1 0.0 -0.1
H -0.411579 1.735065 1.685323 0.0 -0.1 0.0
H 0.724925 -0.909638 0.614983 -0.1 0.1 -0.1
H 2.172866 0.526360 -0.802890 -0.1 0.1 0.1
H 1.485662 1.981553 -0.058414 0.0 -0.1 0.0
H 2.452429 0.854081 0.918134 -0.1 0.0 -0.1
H -1.731408 -0.190944 -0.200271 -0.1 0.0 0.1
H -0.630745 -0.433944 -2.745626 0.0 0.0 0.2
H 0.509489 -1.340412 -1.666868 -0.1 0.1 0.0
H -1.283600 -2.003220 -0.198309 0.0 0.2 -0.1
H -2.473237 -1.230838 -1.364884 0.1 0.0 0.1
```
Forces are in eV/Å.

- DFT total energy: -6413.04535 eV
- Frontier orbital gap: 0.3376 Ha
- Strongest force on any atom: 0.3 eV/A
- ΔE to the lowest compared entry with this formula, charge and spin: 3.895 eV

These are the Löwdin partial charges, in e, on atoms 1 to 4: -0.091 -0.501 -0.082 -0.107


Below is a molecular structure, C45H99F6LiN9O15S2, with properties calculated with wB97M-V/def2-TZVPD.

Geometry as XYZ:
```
177
Properties=species:S:1:pos:R:3:forces:R:3
Li -17.934477 -13.132910 11.496656 0.3 0.2 0.7
C -16.985408 -13.905408 15.463744 0.7 -1.8 -2.6
O -16.248432 -13.622618 14.284112 -1.0 0.9 0.5
H -18.057491 -13.975009 15.279674 -0.8 1.0 0.3
H -16.839500 -14.976445 15.604120 0.4 -0.8 0.9
H -16.756927 -13.447976 16.426370 0.2 0.8 0.0
C -19.145748 -10.614270 7.381092 1.3 3.1 1.1
F -18.793735 -11.218907 6.255465 -0.9 0.1 0.1
F -19.449023 -9.273069 7.158097 0.2 -2.2 -0.4
F -20.192707 -11.146685 7.987541 0.4 -0.4 -0.6
S -17.535664 -10.579044 8.481003 0.7 1.2 2.8
O -16.939508 -11.866389 8.260579 -0.6 -0.4 0.0
O -16.690955 -9.412205 8.247396 -1.5 -1.6 -0.8
N -18.112341 -10.516350 10.106447 0.1 -3.8 -4.5
S -18.174955 -9.084258 10.595933 -0.9 4.4 -0.5
O -16.950600 -8.751043 11.257141 -0.2 0.6 0.9
O -18.666247 -8.078879 9.594462 0.1 -2.1 2.7
C -19.506773 -9.370475 11.995737 0.5 -2.1 -2.3
F -19.386445 -8.395801 12.818624 -0.3 1.0 1.5
F -20.780110 -9.468313 11.537570 0.7 0.5 0.1
F -19.268621 -10.589452 12.594946 0.0 1.3 -0.1
C -10.942836 -11.219646 7.616677 0.4 0.1 1.0
C -9.865241 -11.982413 6.818511 -1.2 1.4 1.2
O -9.236255 -12.867946 7.753307 0.1 0.1 -1.2
O -11.771839 -10.452816 6.808160 -0.7 0.1 -1.2
H -10.483821 -10.498683 8.293168 0.8 -0.2 0.3
H -11.480460 -11.886580 8.290663 -0.2 -0.4 -0.3
H -9.236702 -11.185231 6.421598 0.7 -0.3 -0.1
H -10.349199 -12.445869 5.958803 0.3 -0.7 0.3
H -8.629230 -12.337072 8.274164 0.0 0.0 0.1
H -12.557333 -10.211788 7.304644 -0.1 0.0 0.0
C -15.068113 -15.966000 3.491062 0.1 0.7 0.6
C -14.332735 -14.953252 2.628512 1.0 1.6 0.5
O -14.156508 -15.231868 1.244148 -0.8 -0.8 0.7
O -14.494517 -17.265331 3.425202 -0.2 0.4 -0.6
H -16.143454 -16.030152 3.324804 -0.1 0.1 -0.4
H -14.944910 -15.613795 4.515203 0.0 0.0 0.1
H -13.343375 -14.779038 3.051489 0.4 -0.7 0.3
H -14.695867 -13.930307 2.727528 -0.9 -0.2 -0.1
H -14.223231 -16.188567 1.287521 0.4 -0.2 -1.1
H -14.701292 -17.493546 2.515935 0.2 -1.0 0.0
C -20.257727 -15.428874 9.426533 3.8 -0.9 0.5
O -19.935806 -15.140862 10.550059 1.0 1.8 2.0
N -19.423727 -15.677294 8.435265 4.6 0.5 -2.3
N -21.405286 -15.791126 9.088896 -8.1 -1.2 -0.8
H -18.450588 -15.452592 8.585628 -0.2 0.0 0.1
H -19.550957 -16.221828 7.594198 -0.6 0.2 0.5
H -22.110184 -15.649079 9.798143 -0.2 -0.2 -0.4
H -21.690354 -15.912757 8.127616 0.0 0.1 0.4
C -12.626374 -9.138169 15.933699 0.4 -4.2 -4.0
O -12.340694 -10.177649 15.321970 0.1 0.4 0.5
N -12.167572 -8.870088 17.092697 2.4 0.9 5.7
N -13.425930 -8.257184 15.426610 -2.9 3.8 -2.0
H -12.348464 -8.014886 17.598652 -0.1 -0.3 -0.2
H -11.710338 -9.613664 17.600758 0.0 0.2 -0.3
H -13.715483 -8.297343 14.459841 0.2 -0.5 0.2
H -13.584334 -7.357331 15.857052 0.0 -0.3 0.0
C -14.918338 -5.393653 2.535089 -1.5 1.0 -1.6
C -14.880344 -4.019187 3.234928 -1.7 -0.6 -1.3
C -15.579920 -4.365744 4.588456 1.1 1.7 0.6
C -15.189312 -3.261973 5.537460 1.1 0.1 1.4
C -13.653652 -3.074978 5.644503 -0.7 -1.6 -2.0
C -13.020008 -2.637114 4.260506 -1.1 0.4 0.4
N -13.489928 -3.552877 3.170085 -0.1 -0.9 3.7
O -12.895908 -3.404762 1.908752 -0.8 0.2 0.9
C -13.536172 -1.205176 4.090187 0.9 1.0 -1.5
C -11.508986 -2.719642 4.289356 1.0 -1.1 0.5
C -15.922641 -2.945431 2.582942 1.3 -1.1 -0.1
H -15.991531 -5.538151 2.410711 -0.2 -0.6 -0.1
H -14.539491 -6.273253 3.055569 0.4 0.5 0.2
H -14.551927 -5.313872 1.511623 0.4 -0.3 0.1
H -16.660562 -4.224114 4.572221 -0.1 -0.5 -1.0
H -15.415265 -5.368846 4.981867 0.5 0.1 -0.1
H -15.489310 -3.542724 6.547050 -0.4 0.3 0.1
H -15.696250 -2.345451 5.235629 0.0 0.1 0.3
H -13.335625 -4.111134 5.760017 0.6 0.0 0.7
H -13.424388 -2.443066 6.502540 0.5 0.1 -0.4
H -14.345108 -0.843301 4.724828 0.3 -0.3 0.2
H -12.673318 -0.539482 4.110789 -0.1 0.4 0.6
H -13.877095 -1.044033 3.067498 -0.3 -0.1 -0.2
H -11.217763 -3.764552 4.182325 -0.2 -0.2 -0.5
H -10.934555 -2.182141 3.534898 -0.4 0.3 -0.1
H -11.040980 -2.559589 5.260669 -0.4 0.9 0.2
H -16.814788 -3.500182 2.292375 0.1 0.2 -0.4
H -15.412115 -2.455277 1.753949 -0.4 -0.2 -0.5
H -16.244155 -2.113383 3.209382 0.2 -0.3 0.5
H -13.227422 -2.553217 1.614524 0.0 0.5 -0.6
C -20.743438 -2.048142 15.631617 -1.6 -0.8 -2.0
C -20.121046 -1.185204 14.450382 -0.9 -0.4 2.1
C -19.763351 0.123871 15.221711 -0.2 0.4 -0.9
C -18.855617 1.047028 14.448726 -0.9 -0.8 -0.2
C -17.666926 0.175336 14.141734 0.6 0.9 0.7
C -17.914920 -1.152153 13.378834 0.2 0.2 -1.0
N -18.974754 -1.964313 14.009089 2.4 4.0 1.8
O -19.259875 -3.103689 13.326044 -0.8 -0.9 -0.5
C -18.275675 -0.819975 11.895011 0.3 -0.4 1.2
C -16.559886 -1.901625 13.471168 -0.5 -0.3 0.1
C -21.091567 -0.782156 13.329401 -1.1 0.1 0.2
H -21.644374 -2.481085 15.196897 -0.7 0.3 0.3
H -21.007665 -1.493577 16.532032 0.2 -0.1 -0.1
H -20.261946 -3.003640 15.839677 0.9 0.5 0.4
H -20.666617 0.710885 15.387919 -0.5 -0.6 0.3
H -19.310085 -0.082951 16.191180 0.0 -0.2 0.0
H -18.755055 1.948462 15.053208 1.0 0.0 0.0
H -19.316270 1.412181 13.530802 -0.2 -0.1 -0.1
H -17.229061 -0.072233 15.108733 0.2 -0.1 0.1
H -16.961849 0.855864 13.664389 0.6 -0.7 -0.6
H -17.347176 -0.456514 11.454680 -0.3 -0.2 -0.6
H -18.680343 -1.756854 11.512114 0.4 0.2 -0.7
H -19.050508 -0.056609 11.824329 0.2 0.0 0.0
H -15.811042 -1.379256 12.875803 0.1 0.1 0.3
H -16.300309 -1.961797 14.528100 0.3 0.3 0.0
H -16.541599 -2.947879 13.166047 -0.5 0.1 -0.5
H -21.267399 -1.503893 12.531718 0.7 -0.1 -0.1
H -20.853197 0.211977 12.951295 0.3 -0.3 -0.4
H -22.109005 -0.626665 13.688210 -0.1 -0.1 0.6
H -19.340568 -3.685424 14.085432 0.0 -0.9 -0.4
C -28.457574 -5.275170 7.731936 -0.8 -0.3 0.1
C -27.203447 -5.388922 8.618375 0.6 0.7 0.0
C -27.183616 -6.935558 9.057604 2.0 0.8 1.1
C -25.760993 -7.633001 9.361413 -1.5 3.0 0.0
C -24.819205 -7.226904 8.287196 -0.1 -0.8 -1.3
C -24.710927 -5.721778 7.876910 0.3 -0.4 0.1
N -26.069663 -5.138049 7.746767 0.8 0.0 -2.0
O -26.069739 -3.761245 7.164190 0.3 -1.5 1.6
C -23.703052 -4.942382 8.778345 -0.5 -1.3 0.2
C -24.044358 -5.761969 6.491532 -0.5 0.5 0.0
C -27.095939 -4.375866 9.835040 -1.3 -1.2 0.8
H -28.881575 -4.300804 7.489163 0.5 0.3 0.3
H -29.272039 -5.859536 8.160041 -0.2 0.2 0.4
H -28.299338 -5.788941 6.783727 0.4 0.1 -0.1
H -27.595263 -6.908538 10.066516 -1.0 -0.4 -0.3
H -27.718365 -7.536788 8.322301 -0.2 0.1 0.2
H -25.937625 -8.707389 9.412188 0.4 0.2 0.4
H -25.373429 -7.123624 10.243708 -0.3 -0.8 0.8
H -25.207738 -7.850801 7.482278 0.2 0.5 -1.1
H -23.831926 -7.665164 8.433206 0.3 0.4 0.3
H -23.788895 -3.874204 8.579034 0.2 -0.1 0.3
H -23.788138 -5.232290 9.825633 -0.6 0.6 0.3
H -22.714248 -5.359518 8.587663 0.2 0.5 -0.5
H -23.124001 -6.345222 6.520788 0.0 0.1 0.1
H -24.718507 -6.202462 5.756960 0.0 0.0 0.0
H -23.820149 -4.732258 6.213105 0.2 -0.1 -0.3
H -26.290176 -4.732691 10.476542 0.4 0.4 -0.2
H -27.947278 -4.373993 10.515719 -0.6 -1.0 0.0
H -27.125709 -3.292311 9.720462 1.0 -0.1 -1.2
H -26.405380 -3.867773 6.271105 0.0 -0.4 -0.1
C -21.944678 -8.381751 0.705480 -0.8 -0.8 0.2
C -21.380756 -9.156376 -0.457256 0.8 0.5 -2.1
C -20.644873 -10.369574 0.068042 0.1 -1.6 -1.1
C -20.318018 -11.386328 -1.100440 -0.6 0.5 1.4
C -21.629317 -11.900255 -1.660655 -0.5 1.0 0.3
C -22.509540 -10.715917 -2.292678 2.3 -1.1 -0.3
N -22.547918 -9.605234 -1.319244 0.8 -0.9 0.8
O -23.271006 -8.478348 -1.796667 0.4 -0.3 -0.1
C -21.913693 -10.525365 -3.711190 -0.5 1.8 -1.4
C -23.878133 -11.232830 -2.539361 -1.8 -0.5 0.3
C -20.381680 -8.255644 -1.227679 0.3 0.7 -0.5
H -22.746840 -9.008443 1.095219 -0.2 -0.1 0.3
H -22.421685 -7.448817 0.405143 0.6 0.3 0.3
H -21.185178 -8.347980 1.486582 -0.1 0.7 0.0
H -19.738062 -10.200412 0.648726 0.1 0.8 -0.3
H -21.296381 -10.854832 0.794793 -0.2 -0.4 -0.1
H -19.774254 -12.216628 -0.649854 0.1 -0.1 -0.1
H -19.693264 -10.969274 -1.890278 0.0 0.2 0.2
H -22.183626 -12.345255 -0.834324 -0.2 0.0 0.1
H -21.409445 -12.704162 -2.363134 -0.4 0.2 -0.4
H -22.342484 -9.645894 -4.191571 0.0 0.9 0.5
H -20.852256 -10.426689 -3.938567 0.2 -0.2 0.8
H -22.334571 -11.170966 -4.482011 0.2 -1.1 0.6
H -24.400529 -11.458787 -1.609770 0.3 -0.5 0.2
H -24.609998 -10.572449 -3.004519 0.5 0.5 -0.4
H -23.797534 -12.112016 -3.178618 -0.2 -0.2 0.2
H -19.732848 -8.691227 -1.987541 -0.1 -0.9 0.2
H -19.700740 -7.746530 -0.545608 0.0 -0.1 0.3
H -20.822495 -7.449860 -1.814613 -0.7 0.0 0.3
H -23.740814 -8.250119 -0.991195 -0.5 0.2 -0.2
```
Forces are in eV/Å.

- DFT total energy: -130561.45913 eV
- Frontier orbital gap: 0.1609 Ha
- Total charge: -1
- Strongest force on any atom: 8.3 eV/A

These are the Löwdin partial charges, in e, on atoms 1 to 4: 0.772 -0.440 -0.501 0.013